No. 1
Below is C21H20N3O3PdS2SeTe as an isolated structure, with properties calculated with wB97M-V/def2-TZVPD.

Values from the calculation:
* energy above the lowest of the compared OMol25 structures with the same formula, charge and spin: 9.1 kcal/mol
* total charge: -1
* E_HOMO: -4.85 eV
* frontier orbital gap: 6.91 eV

Cartesian coordinates (Å):
Pd -1.63316 -1.49035 1.32027
O 2.43918 2.22520 2.83526
C 1.79162 3.30150 2.35376
C 2.35825 4.55873 2.58252
C 1.74552 5.69859 2.10316
C 0.55568 5.61240 1.38775
C -0.00528 4.36966 1.16455
C 0.58784 3.19995 1.63577
C -0.03234 1.86165 1.36860
O 0.58200 0.82575 1.77882
N -1.13771 1.90288 0.64861
N -1.68424 0.64310 0.40631
C -2.47575 0.64521 -0.58839
S -3.28153 -0.84188 -1.09537
C -4.44976 -0.00273 -2.19837
C -3.70243 1.14858 -2.84826
S -2.83701 2.07382 -1.55527
H 1.87206 1.44987 2.56161
H 3.28337 4.60080 3.14125
H 2.20030 6.66426 2.29031
H 0.07499 6.50538 1.01139
H -0.93030 4.27038 0.61291
H -5.30901 0.36242 -1.63457
H -4.79251 -0.72125 -2.94178
H -4.38503 1.82435 -3.36309
H -2.98139 0.76019 -3.56942
C 1.76054 -0.32761 -0.74566
Te 0.97265 -1.67401 0.70125
C 1.40968 -3.12353 -0.81919
C 2.53703 -2.52686 -1.61071
C 3.39789 -3.30357 -2.37880
C 4.42211 -2.71746 -3.10274
C 4.59231 -1.34115 -3.06636
C 3.73571 -0.56205 -2.30656
C 2.70670 -1.14606 -1.57579
H 2.24596 0.48568 -0.21165
H 0.94834 0.08815 -1.34510
H 0.53038 -3.28092 -1.44564
H 1.67389 -4.06794 -0.34771
H 3.26759 -4.37870 -2.39995
H 5.09368 -3.33260 -3.68807
H 5.39645 -0.87637 -3.62158
H 3.86833 0.51236 -2.26668
Se -2.24688 -1.17298 3.74112
C -3.58965 -2.35381 4.23123
N -4.42397 -3.09314 4.53879
C -3.14718 -3.85162 1.27628
C -1.72990 -3.36934 1.56312
O -0.81797 -4.12164 1.77911
H -3.08672 -4.88246 0.92577
H -3.66045 -3.21744 0.55634
H -3.70986 -3.81341 2.21085

No. 2
Below is C30H52BrN3OP2Pd as an isolated structure at a distorted geometry, with properties calculated with wB97M-V/def2-TZVPD.

Values from the calculation:
* energy above the lowest of the compared OMol25 structures with the same formula, charge and spin: 0.0 kcal/mol
* total charge: +4
* spin multiplicity: 5
* E_HOMO (alpha / beta): -17.64 / -18.38 eV
* frontier orbital gap (alpha / beta): 6.75 / 4.65 eV
* ⟨S²⟩: 6.0872

Cartesian coordinates (Å):
N -5.39670 3.23002 -4.21442
C -5.30651 3.47473 -2.91257
C -4.43224 2.74353 -2.10833
C -3.49557 1.89610 -2.71687
C -3.66742 1.55989 -4.07696
C -4.63595 2.30661 -4.79611
C -2.29095 1.63510 -1.87191
Pd -0.98174 0.14959 -1.59732
P 3.68308 -0.99668 -0.55906
C -0.98166 1.95364 -2.38368
C 0.12918 2.47407 -1.58183
C 1.36806 2.68350 -2.23947
C 2.16858 3.70838 -1.80077
C 1.85509 4.33982 -0.57263
C 0.73658 3.97249 0.19887
C -0.05091 2.91500 -0.26170
Br 3.08888 5.44990 0.19736
H -2.48498 1.71060 -0.79771
H -0.91974 2.12407 -3.45339
H -4.40361 2.88448 -1.03380
H -3.09167 0.78293 -4.58880
H -5.91436 4.25916 -2.46093
H -4.77552 2.16643 -5.87695
H 1.65590 2.08277 -3.09927
H -0.84287 2.46484 0.34683
H 2.98141 4.03419 -2.45597
H 0.50175 4.52513 1.10652
P -1.74206 -1.99352 -1.11808
C 3.61052 0.77759 -0.20430
C 5.01094 1.38637 -0.28767
H 3.21617 0.89700 0.82074
H 2.92635 1.24726 -0.92758
H 5.03296 2.29172 0.31957
H 5.79275 0.71431 0.08221
H 5.28432 1.65948 -1.31014
C 3.17266 -1.29225 -2.27090
C 4.30120 -2.00275 -3.06064
H 2.96683 -0.29895 -2.71252
H 2.25406 -1.90078 -2.27344
H 4.04249 -2.05418 -4.12438
H 5.24756 -1.45436 -2.96673
H 4.48601 -3.02609 -2.70624
C 2.90403 -1.75620 0.89076
C 3.98788 -1.93069 1.96844
H 2.45677 -2.72143 0.61857
H 2.10860 -1.07582 1.22085
H 3.71296 -2.71331 2.67350
H 4.94473 -2.22417 1.52105
H 4.12826 -1.02023 2.55959
C -1.08911 -2.48212 0.48959
C -1.23222 -3.95749 0.88526
H -1.61076 -1.85374 1.22147
H -0.03096 -2.17364 0.52262
H -2.27352 -4.20316 1.14661
H -0.95365 -4.62150 0.05945
H -0.56245 -4.17913 1.73506
C -0.38964 -2.55117 -2.22555
C -0.82646 -2.29338 -3.64426
H -0.09267 -3.57191 -2.00834
H 0.46344 -1.91553 -1.95246
H -1.71630 -2.86566 -3.90214
H -1.05881 -1.23046 -3.79200
H -0.03611 -2.58186 -4.33716
C -3.23807 -3.05500 -1.47623
C -4.52744 -2.81631 -0.69912
H -2.92754 -4.10477 -1.33694
H -3.41983 -2.91164 -2.55021
H -5.36708 -3.30541 -1.21082
H -4.47157 -3.22672 0.31229
H -4.77158 -1.75587 -0.61669
C 1.28300 2.34596 3.62403
N 0.58659 1.39766 4.46040
C 1.32188 0.91029 5.60293
C -0.54147 0.86272 3.88177
O -0.96669 1.37289 2.82921
N -1.18290 -0.22818 4.42005
C -1.03289 -0.81851 5.73176
C -2.20968 -0.74869 3.57340
H 2.22306 2.62488 4.11814
H 0.64501 3.22387 3.44588
H 1.53113 1.90783 2.64259
H 0.65698 0.72291 6.44761
H 1.85944 -0.02066 5.36052
H 2.04425 1.68501 5.89062
H -1.24168 -0.09378 6.52650
H -1.75801 -1.63281 5.80447
H -0.02835 -1.22394 5.88492
H -2.99172 -0.00779 3.38217
H -1.78433 -1.02554 2.60625
H -2.62338 -1.63699 4.04458

No. 3
Below is C38H38AsO4S3ScSeSi2 as an isolated structure, with properties calculated with wB97M-V/def2-TZVPD.

Values from the calculation:
* energy above the lowest of the compared OMol25 structures with the same formula, charge and spin: 22.8 kcal/mol
* total charge: -2
* E_HOMO: -1.90 eV
* frontier orbital gap: 5.84 eV

Cartesian coordinates (Å):
Sc 2.12978 -1.51505 -0.54807
S -1.15836 -4.67595 -1.42455
C 0.08069 -3.57740 -1.26770
S 1.64102 -4.01693 -0.61540
S -0.10791 -1.91345 -1.77776
C -5.25108 2.38107 2.73936
C -4.28129 1.56997 3.31431
C -3.52848 0.71799 2.51984
C -3.74180 0.64750 1.14299
C -4.71257 1.46617 0.57581
C -5.46223 2.32717 1.36951
As -2.51281 -0.54388 0.14897
C -3.67552 -2.11249 0.18846
C -3.74357 -3.06693 1.18902
C -4.56473 -4.17454 1.02304
C -5.29691 -4.33083 -0.14683
C -5.21686 -3.38431 -1.15735
C -4.40556 -2.26817 -0.99346
C -4.18267 -1.20941 -1.99996
C -4.79450 -1.12383 -3.24623
C -4.46357 -0.08871 -4.10854
C -3.51669 0.86050 -3.74100
C -2.90550 0.78156 -2.49615
C -3.24940 -0.23944 -1.62541
H -5.82970 3.05913 3.35538
H -4.09508 1.61345 4.38074
H -2.75003 0.11397 2.97587
H -4.89604 1.43150 -0.49145
H -6.21401 2.95937 0.91083
H -3.14088 -2.96883 2.08398
H -4.60620 -4.93350 1.79456
H -5.91574 -5.20984 -0.28188
H -5.76739 -3.53206 -2.07880
H -5.52022 -1.86809 -3.55203
H -4.93543 -0.02967 -5.08215
H -3.23974 1.64906 -4.42987
H -2.14570 1.50422 -2.22094
C 5.60271 -2.45080 1.60669
Si 5.74653 -0.59204 1.37849
C 7.35802 -0.27748 0.45546
C 5.93217 0.22517 3.07704
Se 4.07660 0.25480 0.18852
H 6.46079 -2.85680 2.15295
H 5.55701 -2.93622 0.62898
H 4.69367 -2.70951 2.15419
H 8.22187 -0.62903 1.03030
H 7.48536 0.78772 0.25127
H 7.33895 -0.79846 -0.50406
H 6.97833 0.46267 3.29297
H 5.56482 -0.42341 3.87536
H 5.35368 1.14996 3.10700
O 3.72057 -0.99750 -4.45066
C 3.09263 -0.60157 -3.47787
O 2.93267 -1.25139 -2.38353
C 2.44735 0.77674 -3.55446
C 1.77460 1.36109 -2.49283
C 1.19531 2.63070 -2.57388
C 1.32089 3.27768 -3.77530
O 0.84323 4.52227 -4.13011
C 1.28815 4.74118 -5.46390
O 1.96127 3.57741 -5.91908
C 1.98986 2.70954 -4.84004
C 2.56509 1.47116 -4.76751
H 1.68928 0.83849 -1.55207
H 0.68922 3.07975 -1.73021
H 1.97899 5.59094 -5.47842
H 0.42215 4.93347 -6.10342
H 3.09279 1.00923 -5.58961
C -0.26929 -2.10652 2.86547
Si 1.29581 -1.26266 2.14547
C 2.55989 -1.70840 3.50413
C 0.92522 0.59785 2.49999
C 0.18709 1.34788 1.57820
C -0.12740 2.68359 1.78463
C 0.31463 3.32966 2.93189
C 1.06384 2.61937 3.85930
C 1.35450 1.27658 3.64408
H -0.58323 -1.59794 3.78455
H -0.05391 -3.15296 3.10371
H -1.10205 -2.10456 2.16123
H 2.12322 -1.58449 4.50228
H 3.45482 -1.08762 3.44104
H 2.86897 -2.75307 3.40482
H -0.15313 0.86489 0.66459
H -0.71241 3.22352 1.04752
H 0.08482 4.37643 3.09593
H 1.42714 3.11405 4.75435
H 1.94357 0.74925 4.38741

No. 4
Below is C22H46AsLiO2Si2 as an isolated structure, with properties calculated with wB97M-V/def2-TZVPD.

Values from the calculation:
* total charge: 0
* E_HOMO: -6.17 eV
* frontier orbital gap: 6.47 eV

Cartesian coordinates (Å):
Li -0.13880 -0.23169 -0.21432
C 0.37417 1.89672 2.86876
C -0.58858 0.86371 2.32147
C -0.32133 -0.49691 2.49801
C 0.88459 -0.91273 3.31314
C -1.17960 -1.46053 1.93891
C -0.97069 -2.91881 2.29758
C -2.24578 -1.05366 1.11458
C -3.12604 -2.08601 0.43038
C -2.53193 0.32080 0.96772
C -3.68503 0.73230 0.07254
C -1.74239 1.27439 1.63407
C -2.11588 2.74415 1.67570
H 0.13862 2.17354 3.90439
H 0.35539 2.80866 2.26959
H 1.39873 1.51836 2.85968
H 0.80537 -1.93857 3.66619
H 1.01047 -0.27362 4.18778
H 1.80291 -0.83755 2.71781
H 0.01738 -3.28453 2.00677
H -1.71158 -3.56807 1.84093
H -1.05555 -3.04770 3.38005
H -3.91372 -2.44365 1.10772
H -2.55153 -2.94822 0.09711
H -3.60237 -1.68412 -0.45881
H -4.62943 0.28651 0.39725
H -3.50257 0.39135 -0.95158
H -3.82036 1.81049 0.03495
H -1.61419 3.34360 0.90809
H -1.83914 3.17342 2.63903
H -3.18842 2.88600 1.56115
C 2.51462 -1.54121 -0.28502
O 1.85443 -0.34141 0.14512
C 2.43030 0.87206 -0.36060
C 1.52540 1.47959 -1.39545
O 0.23898 1.64401 -0.78168
C -0.70855 2.24119 -1.67818
H 3.57919 -1.48113 -0.06478
H 2.35316 -1.70888 -1.35359
H 2.07568 -2.37240 0.27063
H 3.40679 0.67808 -0.80720
H 2.55759 1.55706 0.47933
H 1.43812 0.82231 -2.26588
H 1.92292 2.44438 -1.71261
H -0.31639 3.18449 -2.06848
H -1.62124 2.42987 -1.11706
H -0.92863 1.56721 -2.50565
C -0.68089 1.07524 -4.81600
Si -0.11358 -0.69608 -4.48577
C 1.73683 -0.62698 -4.81633
C -0.87487 -1.71785 -5.86858
As -0.84013 -1.42608 -2.42537
Si -0.22815 -3.64093 -2.63845
C 1.25140 -4.02863 -3.73338
C 0.21090 -4.44441 -0.99264
C -1.65977 -4.65131 -3.30874
H -0.58008 1.27192 -5.89234
H -0.07075 1.81920 -4.28473
H -1.73278 1.23321 -4.54273
H 1.90932 -0.24083 -5.83046
H 2.21166 -1.61335 -4.73870
H 2.24423 0.04380 -4.10969
H -0.65355 -1.28041 -6.85299
H -1.96231 -1.75748 -5.73725
H -0.50672 -2.75341 -5.86551
H 2.16073 -3.54537 -3.35394
H 1.10444 -3.69892 -4.76957
H 1.41943 -5.11417 -3.74273
H 1.23916 -4.20661 -0.68718
H 0.13250 -5.53473 -1.09911
H -0.46191 -4.13636 -0.18520
H -1.96141 -4.29294 -4.30153
H -2.53191 -4.55703 -2.64973
H -1.39215 -5.71563 -3.38440

> The highest total charge belongs to which entry?

C30H52BrN3OP2Pd

> Look up the total charge of the third one.

-2

> Which of these has the lowest total charge?

C38H38AsO4S3ScSeSi2

> What is the formula in the fourth record?

C22H46AsLiO2Si2